(1)
{"formula": "C13H24MnN6O", "method": "ωB97M-V with the def2-TZVPD basis set", "symbols": ["C", "C", "C", "C", "C", "C", "N", "C", "C", "N", "N", "N", "C", "C", "N", "N", "C", "C", "C", "O", "H", "H", "H", "H", "H", "H", "H", "H", "H", "H", "H", "H", "H", "H", "H", "H", "H", "H", "H", "H", "H", "H", "H", "H", "Mn"], "coordinates": [[4.813, -0.290, 0.844], [3.788, -0.786, -0.174], [2.529, 0.119, -0.314], [1.300, -0.664, 0.110], [-0.145, -0.290, -0.257], [-0.326, -0.621, -1.675], [-0.443, -0.868, -2.788], [-0.612, 1.134, 0.124], [-0.022, 2.407, -0.554], [0.589, 2.082, -1.831], [-1.066, 3.421, -0.751], [0.960, 3.043, 0.318], [-1.167, -1.225, 0.535], [-0.741, -2.638, 0.587], [-0.464, -3.773, 0.605], [-2.532, -1.138, 0.044], [-2.962, -2.194, -0.896], [-3.439, -1.126, 1.217], [-4.136, 0.155, 1.499], [-3.512, -2.113, 1.883], [5.754, -0.819, 0.744], [4.439, -0.416, 1.858], [4.986, 0.770, 0.683], [3.480, -1.819, 0.145], [4.264, -0.892, -1.145], [2.657, 0.978, 0.332], [2.419, 0.434, -1.345], [1.596, -1.616, -0.409], [1.361, -0.808, 1.199], [-1.684, 1.135, -0.050], [-0.485, 1.240, 1.204], [-0.099, 1.715, -2.480], [0.874, 2.971, -2.235], [-1.381, 3.796, 0.136], [-1.859, 3.061, -1.272], [1.821, 3.215, -0.184], [1.173, 2.503, 1.144], [-1.129, -0.901, 1.579], [-2.242, -2.294, -1.703], [-3.895, -1.881, -1.358], [-3.142, -3.143, -0.393], [-5.071, -0.082, 1.998], [-3.523, 0.714, 2.210], [-4.293, 0.752, 0.609], [1.444, -3.325, -0.046]], "mulliken_charge": [-1.400, -0.203, 0.133, -1.716, 3.952, -0.495, -0.511, -2.900, 1.104, -0.600, -0.646, -0.635, -0.762, 0.111, -0.753, 0.170, -1.052, 0.855, -1.249, -0.462, 0.420, 0.344, 0.381, -0.283, 0.455, 0.390, 0.293, 0.842, 0.080, 0.368, 0.620, 0.198, 0.351, 0.273, 0.245, 0.292, 0.241, 0.846, 0.343, 0.360, 0.456, 0.420, 0.281, 0.373, 0.468], "largest_force_ha_per_bohr": 0.02165, "total_charge": 2, "spin_multiplicity": 6, "s2": 8.75, "orbital_gap_ev": [4.82, 4.46], "homo_energy_ev": [-14.9111, -14.9109]}

(2)
{"formula": "C9H19N3O2S", "method": "ωB97M-V with the def2-TZVPD basis set", "symbols": ["C", "C", "C", "C", "C", "C", "C", "C", "C", "N", "N", "N", "O", "O", "S", "H", "H", "H", "H", "H", "H", "H", "H", "H", "H", "H", "H", "H", "H", "H", "H", "H", "H", "H"], "coordinates": [[0.824, 0.380, 1.261], [-0.010, -2.728, 0.554], [2.234, 0.271, 1.377], [0.314, -0.731, -2.576], [0.096, 1.725, -2.907], [0.584, -0.317, 3.581], [-1.374, 0.142, 2.208], [-0.676, 0.806, -0.813], [-0.530, 0.465, -2.296], [-1.899, 0.298, -2.859], [0.039, 0.130, 2.250], [0.473, 0.796, -0.022], [-0.865, -3.482, 0.396], [0.967, -2.151, 0.804], [-1.780, 1.846, -0.365], [2.559, -0.759, 1.614], [2.702, 0.921, 2.173], [2.622, 0.559, 0.457], [0.497, -0.911, -3.625], [1.298, -0.598, -1.998], [-0.289, -1.677, -2.390], [0.700, 2.288, -2.188], [0.674, 1.523, -3.838], [-0.691, 2.349, -3.354], [1.513, 0.041, 3.808], [-0.087, 0.042, 4.382], [0.500, -1.383, 3.636], [-1.928, 0.878, 1.574], [-1.818, -0.806, 1.790], [-1.862, 0.237, 3.195], [-1.196, -0.887, -0.425], [-2.565, 1.024, -2.347], [1.224, 0.275, -0.526], [-2.251, -0.567, -2.529]], "mulliken_charge": [0.970, 0.708, -1.741, -1.379, -1.595, -1.103, -0.607, -0.054, 0.732, -0.726, 0.138, 0.165, -0.375, -0.396, -0.441, 0.380, 0.406, 0.500, 0.501, 0.353, 0.209, 0.335, 0.371, 0.382, 0.411, 0.343, 0.375, 0.091, 0.275, 0.292, -0.112, 0.362, -0.150, 0.381], "largest_force_ha_per_bohr": 0.09947, "spin_multiplicity": 1, "relative_energy_kcal_mol": 113.1, "orbital_gap_ev": 6.90, "homo_energy_ev": -6.7163}

(3)
{"formula": "C3H4N2O2", "method": "ωB97M-V with the def2-TZVPD basis set", "symbols": ["C", "C", "C", "N", "N", "O", "O", "H", "H", "H", "H"], "coordinates": [[-1.726, 0.626, 0.058], [-1.023, 0.068, 1.237], [0.388, 0.896, -0.232], [-0.945, 0.978, -0.877], [0.272, 0.141, 1.048], [1.757, -1.141, -0.752], [1.364, 1.351, -0.724], [-2.819, 0.465, -0.069], [-1.303, -0.300, 2.165], [1.399, -1.980, -0.767], [2.636, -1.106, -1.088]], "mulliken_charge": [-0.134, -0.044, 0.646, -0.425, -0.406, -0.551, -0.413, 0.338, 0.460, 0.262, 0.268], "largest_force_ha_per_bohr": 0.09240, "spin_multiplicity": 1, "relative_energy_kcal_mol": 76.4, "orbital_gap_ev": 9.11, "homo_energy_ev": -10.3469, "smiles": "O=C1N=CC=N1.O"}